Here is a 2-piece molecular cluster, C6H11NO overall from the OMol25 dataset. Energies are from the ωB97M-V functional and the def2-TZVPD basis.

Calculated values
E_LUMO in eV: 0.799
Electronic energy in a.u.: -365.1423
HOMO-LUMO gap in eV: 8.899
Energy above the lowest of the compared OMol25 structures with the same formula, charge and spin in kJ/mol: 234.1

```
! wB97M-V def2-TZVPD RIJCOSX def2/J DEFGRID3
* xyz 0 1
O 1.056 3.584 -0.950
N 1.654 -0.966 -1.242
C -2.378 -1.096 0.627
C -0.054 -0.450 0.261
C 0.239 -0.505 -1.068
C 1.185 -0.957 0.944
C 2.214 -1.194 0.071
C -1.277 0.025 0.922
H 1.859 4.190 -1.131
H -0.436 -0.545 -1.887
H 1.282 -0.794 1.969
H -1.670 1.079 0.505
H 2.211 -0.858 -2.059
H 0.214 4.073 -1.280
H -1.214 0.177 2.076
H 3.224 -1.667 0.354
H -2.519 -1.505 -0.333
H -3.341 -0.629 0.893
H -2.248 -1.960 1.326
*
```

These are the Mulliken partial charges, in e, on atoms 1 to 6: number 1, O, carries -0.645; number 2, N, carries -0.109; number 3, C, carries -1.118; number 4, C, carries 0.587; number 5, C, carries -0.701; number 6, C, carries -0.692

Here is an isolated molecule of C21H25N5O5 from the OMol25 dataset. Energies are from the ωB97M-V functional and the def2-TZVPD basis.

Calculated values
E_LUMO in eV: -0.329
Electronic energy in a.u.: -1465.1697
HOMO-LUMO gap in eV: 7.822
Energy above the lowest of the compared OMol25 structures with the same formula, charge and spin in kJ/mol: 0.0

```
! wB97M-V def2-TZVPD RIJCOSX def2/J DEFGRID3
* xyz 0 1
O -2.029 -1.774 3.442
O 2.377 -0.391 -0.686
O 3.027 4.168 -3.482
O -0.660 0.082 -0.183
O 1.319 -2.143 -0.072
N 1.740 -1.009 0.138
N -2.884 -3.596 0.831
N -0.273 -1.959 1.989
N -0.645 1.366 -2.070
N -2.205 -0.286 -1.805
C -2.786 -1.486 -1.211
C -3.838 -2.511 0.830
C 0.678 2.604 -0.441
C -1.773 -2.634 -1.206
C 2.285 0.702 1.722
C -1.132 0.358 -1.270
C 1.500 -0.407 1.404
C -2.355 -3.856 -0.486
C 0.414 2.226 -1.749
C 2.846 3.791 -4.824
C 2.090 1.385 2.900
C -1.997 -3.674 1.975
C 0.292 -0.114 3.460
C 1.720 3.480 -0.189
C -1.456 -2.357 2.548
C 2.220 3.615 -2.533
C -3.296 -1.217 0.207
C 0.486 -0.845 2.283
C 1.080 0.975 3.763
C 1.178 2.738 -2.796
C 2.489 3.986 -1.215
H -2.489 -0.053 -2.741
H 3.302 4.668 -1.029
H -1.516 -2.909 -2.231
H 2.977 2.713 -4.960
H -2.571 -4.129 2.794
H -1.165 -4.336 1.726
H -3.639 -1.763 -1.843
H 3.042 1.006 1.017
H 0.948 2.433 -3.806
H -0.496 -0.418 4.128
H -4.152 -2.322 1.857
H -2.479 -0.825 0.810
H 0.083 2.212 0.366
H 0.052 -2.460 1.162
H -4.085 -0.464 0.177
H 2.710 2.232 3.146
H -0.917 1.365 -3.042
H -4.712 -2.846 0.257
H -0.861 -2.299 -0.716
H 1.860 4.089 -5.197
H -1.600 -4.642 -0.419
H 1.926 3.775 0.829
H 3.615 4.320 -5.385
H 0.907 1.511 4.683
H -3.190 -4.245 -1.084
*
```

These are the Mulliken partial charges, in e, on atoms 1 to 6: number 1, O, carries -0.650; number 2, O, carries -0.658; number 3, O, carries -0.442; number 4, O, carries -0.499; number 5, O, carries -0.799; number 6, N, carries 1.355

Here is C22H23N3OS2Tl as an isolated structure from the OMol25 dataset. Energies are from the ωB97M-V functional and the def2-TZVPD basis.

Calculated values
E_LUMO in eV: 2.727
Electronic energy in a.u.: -2060.6640
HOMO-LUMO gap in eV: 6.733

```
! wB97M-V def2-TZVPD RIJCOSX def2/J DEFGRID3
* xyz -1 1
Tl 2.211 0.142 -1.305
S 0.149 -1.080 -2.734
S 0.400 1.313 0.771
O 1.996 -1.708 0.591
N 0.633 -0.927 2.276
N -1.482 -0.379 1.632
N 0.474 1.999 -2.560
C -1.605 2.514 -3.683
C 4.486 -3.013 4.714
C -3.000 0.739 -4.475
C -1.915 -1.671 2.156
C -2.074 -0.194 -3.982
C 2.677 -2.034 2.834
C 1.953 3.675 -1.654
C -0.659 1.581 -3.189
C 0.702 3.277 -2.388
C -2.826 0.181 -0.392
C -0.163 -0.104 1.579
C 2.515 -1.740 4.184
C -0.902 0.169 -3.338
C -2.783 2.080 -4.333
C -1.328 3.886 -3.494
C 3.417 -2.226 5.120
C -0.192 4.271 -2.853
C -2.490 0.502 1.056
C 3.752 -2.818 2.432
C -1.644 -2.823 1.195
C 1.722 -1.501 1.791
C 4.652 -3.309 3.367
H -3.899 0.382 -4.966
H -2.115 1.520 1.135
H 3.287 -1.989 6.169
H 1.674 -1.126 4.477
H -3.311 -0.794 -0.484
H 5.486 -3.921 3.046
H -0.582 -2.874 0.957
H 3.861 -3.025 1.375
H 2.837 3.286 -2.160
H -3.504 0.937 -0.795
H 1.944 3.262 -0.644
H 2.038 4.760 -1.584
H -2.037 4.619 -3.862
H -2.189 -2.696 0.260
H -2.984 -1.591 2.367
H -1.948 -3.769 1.650
H -3.384 0.420 1.682
H -1.920 0.162 -0.995
H -2.275 -1.252 -4.092
H 5.190 -3.394 5.444
H -1.393 -1.849 3.096
H -3.489 2.815 -4.701
H 0.037 5.316 -2.689
*
```

These are the Mulliken partial charges, in e, on atoms 1 to 6: number 1, Tl, carries 0.467; number 2, S, carries -0.404; number 3, S, carries -0.450; number 4, O, carries -0.743; number 5, N, carries -0.397; number 6, N, carries 0.250

Here is an isolated ion of composition C5H9N2O2 and charge +1 from the OMol25 dataset. Energies are from the ωB97M-V functional and the def2-TZVPD basis.

Calculated values
E_LUMO in eV: -4.675
Electronic energy in a.u.: -455.5792
HOMO-LUMO gap in eV: 9.207
Energy above the lowest of the compared OMol25 structures with the same formula, charge and spin in kJ/mol: 387.4

```
! wB97M-V def2-TZVPD RIJCOSX def2/J DEFGRID3
* xyz 1 1
O -1.276 -1.293 0.693
O 1.346 2.074 0.214
N 1.412 -1.437 0.608
N 1.165 -0.282 -1.551
C 0.787 -0.207 -0.188
C -0.903 -0.253 0.183
C -2.847 0.870 0.094
C -1.545 0.981 -0.181
C 1.210 0.954 0.667
H -3.362 1.790 -0.067
H 0.570 -1.738 1.300
H 2.299 -1.208 1.147
H 0.786 -0.995 -2.189
H 1.714 0.430 -2.064
H -3.290 -0.051 0.419
H 1.593 -2.097 -0.127
H -1.128 1.820 -0.623
H 1.468 0.642 1.667
*
```

These are the Mulliken partial charges, in e, on atoms 1 to 6: number 1, O, carries -0.596; number 2, O, carries -0.419; number 3, N, carries -0.411; number 4, N, carries -0.522; number 5, C, carries 0.637; number 6, C, carries 0.821

Here is a 6-piece molecular cluster, C18H37ClFO16S4 overall from the OMol25 dataset. Energies are from the ωB97M-V functional and the def2-TZVPD basis.

Calculated values
E_LUMO in eV: 2.252
Electronic energy in a.u.: -4064.3913
HOMO-LUMO gap in eV: 9.336
Energy above the lowest of the compared OMol25 structures with the same formula, charge and spin in kJ/mol: 347.3

```
! wB97M-V def2-TZVPD RIJCOSX def2/J DEFGRID3
* xyz -1 1
Cl 1.796 -0.607 0.908
S 1.995 3.607 3.206
S 1.525 -3.963 -3.814
S 1.903 2.893 -2.280
S -2.200 -1.846 4.088
F -1.813 -0.521 -3.325
O -2.223 -0.420 3.891
O 3.164 2.797 -1.454
O 2.211 4.872 3.957
O 2.892 3.199 2.131
O 2.158 -1.869 0.376
O -3.415 -2.728 4.302
O 2.615 -4.365 -4.740
O -1.218 -2.215 5.381
O 0.757 3.701 -1.770
O 1.684 -0.741 2.307
O 0.468 3.672 2.655
O 0.576 -0.124 0.336
O 2.760 0.401 0.637
O 1.587 -4.954 -2.481
O 2.233 3.392 -3.857
O 0.190 -3.827 -4.310
C -1.218 -2.605 2.745
C 1.643 2.397 4.506
C -2.879 0.169 -2.883
C -3.927 0.422 -3.739
C 1.361 1.227 -2.677
C -3.878 1.647 -1.256
C 0.955 -5.604 -0.252
C -0.085 2.488 2.061
C -5.002 1.782 -2.073
C 0.415 -4.991 -1.582
C -4.981 1.281 -3.399
C 1.100 3.580 -4.708
C 2.014 -2.312 -3.102
C 1.690 3.676 -6.124
C -0.027 -1.431 5.555
C -2.843 0.807 -1.621
C -1.580 2.633 2.304
C 0.635 -2.031 6.789
H -0.496 -5.439 -1.978
H -1.868 3.633 1.979
H 1.495 -4.820 0.279
H -2.053 1.981 1.569
H 1.895 1.376 4.221
H 0.588 2.519 4.751
H -0.747 -3.475 3.202
H 2.369 4.496 -6.362
H 0.352 0.948 -2.371
H 0.062 -3.980 -1.376
H -5.838 1.394 -4.045
H -1.997 0.524 -1.012
H -0.507 -1.977 2.208
H 3.090 -2.315 -2.929
H 0.906 3.668 -6.881
H -5.780 2.322 -1.555
H 0.225 1.547 2.515
H 1.663 1.075 -3.713
H 0.566 4.499 -4.465
H 2.256 2.784 -6.389
H 0.586 -3.119 6.818
H -4.045 -0.109 -4.672
H 2.197 2.573 5.428
H 1.935 0.476 -2.134
H -1.918 2.418 3.317
H 1.480 -2.084 -2.180
H 1.727 -6.344 -0.463
H 0.709 -1.405 4.751
H -0.349 -0.415 5.784
H -1.972 -2.874 2.005
H 0.282 2.879 -4.542
H 1.745 -1.516 -3.796
H 1.701 -1.825 6.686
H -3.875 2.191 -0.323
H 0.305 -1.484 7.672
H 0.123 -6.014 0.320
H 0.148 2.407 0.999
*
```

These are the Mulliken partial charges, in e, on atoms 1 to 6: number 1, Cl, carries 1.491; number 2, S, carries 1.135; number 3, S, carries 1.187; number 4, S, carries 1.227; number 5, S, carries 1.103; number 6, F, carries -0.186

Here is an isolated molecule of C6H12O from the OMol25 dataset. Energies are from the ωB97M-V functional and the def2-TZVPD basis.

Calculated values
E_LUMO in eV: 1.087
Electronic energy in a.u.: -311.0280
HOMO-LUMO gap in eV: 10.714
Energy above the lowest of the compared OMol25 structures with the same formula, charge and spin in kJ/mol: 82.0

```
! wB97M-V def2-TZVPD RIJCOSX def2/J DEFGRID3
* xyz 0 1
O -0.908 2.093 0.669
C -0.197 1.416 -0.038
C 0.061 -0.045 0.251
C -2.457 -0.739 0.424
C 2.423 0.655 -0.007
C 1.451 -0.495 -0.309
C -1.133 -0.812 -0.345
H 0.143 1.763 -1.045
H -2.863 0.276 0.472
H 1.743 -1.437 0.175
H 1.392 -0.713 -1.382
H 0.095 -0.164 1.341
H 1.794 1.553 0.310
H -1.284 -0.441 -1.371
H 2.977 1.002 -0.869
H 3.136 0.423 0.787
H -0.825 -1.860 -0.442
H -3.198 -1.376 -0.073
H -2.349 -1.099 1.454
*
```

These are the Mulliken partial charges, in e, on atoms 1 to 6: number 1, O, carries -0.505; number 2, C, carries -0.306; number 3, C, carries 0.448; number 4, C, carries -1.169; number 5, C, carries -1.016; number 6, C, carries -0.682

Here is a 2-piece molecular cluster, C8H19BIN4O3 overall from the OMol25 dataset. Energies are from the ωB97M-V functional and the def2-TZVPD basis.

Calculated values
E_LUMO in eV: -3.489
Electronic energy in a.u.: -1083.3701
HOMO-LUMO gap in eV: 8.543

```
! wB97M-V def2-TZVPD RIJCOSX def2/J DEFGRID3
* xyz 1 1
I 2.217 3.838 1.928
O -1.151 0.521 -0.457
O -0.017 -4.906 1.546
O -1.260 -3.393 0.558
N -1.755 2.758 -1.079
N 3.887 2.593 -1.180
N 1.617 1.882 -1.276
N 1.972 3.998 -1.084
C 1.059 3.761 0.044
C 0.680 2.267 -0.130
C 2.611 2.767 -1.199
C -1.122 -4.534 1.269
C -3.294 -2.132 0.999
C -2.354 -5.252 1.765
C 4.515 1.275 -1.269
C -2.499 -2.945 -0.001
B -0.804 1.838 -0.579
H -3.072 -3.778 -0.410
H 0.283 4.488 0.179
H -3.215 -5.162 1.106
H 3.823 0.539 -1.637
H 4.461 3.419 -1.090
H -1.891 3.572 -0.491
H 4.815 0.972 -0.275
H -2.658 2.303 -1.163
H -3.582 -2.727 1.865
H -2.120 -6.310 1.844
H 1.851 0.899 -1.249
H -2.693 -1.299 1.363
H -0.342 0.008 -0.317
H 2.685 4.670 -0.801
H 1.036 1.714 0.725
H -2.222 -2.315 -0.845
H -4.199 -1.738 0.538
H 5.347 1.284 -1.949
H -2.611 -4.873 2.753
*
```

These are the Mulliken partial charges, in e, on atoms 1 to 6: number 1, I, carries 0.131; number 2, O, carries -0.397; number 3, O, carries -0.555; number 4, O, carries -0.358; number 5, N, carries -0.432; number 6, N, carries -0.131

Here is an isolated ion of composition C9H12ClNP and charge +1 from the OMol25 dataset. Energies are from the ωB97M-V functional and the def2-TZVPD basis.

Calculated values
E_LUMO in eV: -3.025
Electronic energy in a.u.: -1206.1743
HOMO-LUMO gap in eV: 9.852
Energy above the lowest of the compared OMol25 structures with the same formula, charge and spin in kJ/mol: 0.0

```
! wB97M-V def2-TZVPD RIJCOSX def2/J DEFGRID3
* xyz 1 1
Cl 1.688 -3.642 -2.072
P 1.659 -2.564 -0.393
N -0.807 -1.562 -0.955
C -1.732 0.522 -0.016
C -1.801 -0.384 -1.234
C 1.924 0.221 0.806
C 0.706 0.022 0.083
C 0.953 1.932 2.251
C -0.235 1.774 1.503
C 1.999 1.113 1.893
C 0.598 -1.089 -0.922
C -0.398 0.770 0.570
H -2.419 -0.023 0.707
H 2.867 1.107 2.475
H -1.246 2.276 1.852
H -2.767 -0.708 -1.469
H -2.240 1.425 -0.158
H -1.368 0.164 -2.130
H 0.795 -0.712 -1.976
H -0.894 -1.862 -0.010
H 0.999 2.713 3.170
H 2.782 -1.883 -0.401
H 2.847 -0.215 0.567
H -0.789 -2.483 -1.493
*
```

These are the Mulliken partial charges, in e, on atoms 1 to 6: number 1, Cl, carries -0.192; number 2, P, carries 0.216; number 3, N, carries -0.271; number 4, C, carries -1.035; number 5, C, carries -0.721; number 6, C, carries -1.040